Formula: CH5N3
Source: the Open Molecules 2025 dataset
Level of theory: ωB97M-V/def2-TZVPD

Values from the calculation:
LUMO energy (spin up / spin down) = -0.10 / 0.56 eV
Orbital gap (spin up / spin down) = 8.09 / 10.04 eV
Energy above the lowest of the compared OMol25 structures with the same formula, charge and spin = 8.140 eV
E = -205.09194 a.u.

Each atom is followed by the atoms it is bonded to, with distances in Å.
CARTESIAN COORDINATES (ANGSTROEM)
1 C -1.775 -0.434 0.215  H5 1.040, H6 1.167, H7 1.074
2 N 0.637 0.003 -0.138  N3 1.437, N4 1.416, H8 1.035
3 N 1.635 0.906 -0.642  N2 1.437, N4 1.418, H9 1.066
4 N 1.774 -0.493 -0.820  N2 1.416, N3 1.418
5 H -2.621 -0.552 -0.378  C1 1.040
6 H -1.544 0.684 0.457  C1 1.167
7 H -1.113 -1.242 0.466  C1 1.074
8 H 0.598 -0.195 0.877  N2 1.035
9 H 2.408 1.322 -0.037  N3 1.066